Record 1
{
  "formula": "C24H25N5O2",
  "method": "ωB97M-V with the def2-TZVPD basis set",
  "elements": ["O", "C", "C", "N", "N", "C", "C", "C", "N", "C", "C", "C", "C", "C", "C", "C", "O", "N", "C", "C", "C", "C", "C", "N", "C", "C", "C", "C", "C", "C", "C", "H", "H", "H", "H", "H", "H", "H", "H", "H", "H", "H", "H", "H", "H", "H", "H", "H", "H", "H", "H", "H", "H", "H", "H", "H"],
  "xyz": [[6.266305, 1.656328, 0.931539], [5.224412, 1.207186, 0.508451], [5.171208, -0.174397, -0.141900], [3.945289, -0.897373, 0.113704], [3.606648, -0.997536, 1.398444], [2.468086, -1.505301, 1.738911], [1.553146, -1.969648, 0.767345], [1.960449, -1.924645, -0.565288], [0.974066, -2.404236, -1.370460], [-0.097456, -2.749449, -0.592210], [-1.338246, -3.255621, -0.959837], [-2.257332, -3.485564, 0.042373], [-1.956299, -3.225563, 1.381711], [-0.725355, -2.733848, 1.756542], [0.221458, -2.490338, 0.765499], [3.220862, -1.367899, -0.972646], [3.635449, -1.275198, -2.119225], [4.069363, 1.907762, 0.612359], [2.779343, 1.605855, 0.121594], [1.720142, 1.472257, 1.014128], [0.458764, 1.155629, 0.550644], [0.222275, 0.996221, -0.809021], [-1.146740, 0.601955, -1.297421], [-2.185706, 1.029028, -0.383450], [-2.431003, 2.456434, -0.478692], [-3.359790, 2.905954, 0.643875], [-4.676807, 2.141905, 0.565708], [-4.384486, 0.645718, 0.588228], [-3.418996, 0.282532, -0.535865], [1.274803, 1.172958, -1.697506], [2.545543, 1.473670, -1.241956], [6.029145, -0.730974, 0.246539], [5.270558, -0.088868, -1.228736], [2.267806, -1.544872, 2.797371], [1.041776, -2.464954, -2.372876], [-1.573715, -3.453481, -1.995016], [-3.232917, -3.872795, -0.211466], [-2.708568, -3.416173, 2.132098], [-0.495570, -2.535771, 2.792060], [4.143625, 2.726776, 1.203314], [1.901202, 1.595766, 2.071599], [-0.362903, 1.023751, 1.236562], [-1.185051, -0.491172, -1.355509], [-1.304137, 0.992235, -2.320541], [-2.880755, 2.717995, -1.455923], [-1.471154, 2.973218, -0.400104], [-3.532783, 3.980641, 0.566565], [-2.878337, 2.702659, 1.601641], [-5.193704, 2.399091, -0.362280], [-5.325604, 2.415150, 1.399696], [-5.305961, 0.071729, 0.477019], [-3.924700, 0.379139, 1.541126], [-3.898884, 0.484558, -1.512530], [-3.182491, -0.784308, -0.485600], [1.105992, 1.067896, -2.759356], [3.357741, 1.597999, -1.941227]],
  "forces_ev_per_a": [[0.29, -0.08, 0.00], [-0.03, -0.32, -0.03], [0.45, 0.09, -0.11], [-0.26, -0.28, -0.42], [0.23, 0.02, 0.94], [0.18, 0.02, -0.20], [0.40, -0.02, -1.00], [-0.16, 0.00, 0.91], [0.28, 0.10, -0.33], [-0.17, -0.07, 0.54], [-0.10, -0.05, -0.07], [0.05, -0.01, -0.20], [-0.04, 0.02, 0.27], [-0.09, -0.03, -0.07], [-0.09, -0.06, -0.36], [0.14, -0.10, 0.04], [-0.19, -0.11, -0.24], [-0.27, 0.60, 0.28], [-0.32, 0.00, -0.23], [0.13, 0.04, -0.12], [0.01, 0.10, -0.07], [0.08, 0.06, -0.05], [-0.09, -0.09, 0.00], [-0.04, -0.05, -0.22], [0.07, 0.20, 0.29], [-0.10, 0.06, -0.29], [0.15, -0.07, 0.24], [-0.10, 0.05, -0.31], [-0.10, -0.22, 0.26], [-0.10, -0.02, 0.08], [0.01, 0.17, 0.17], [-0.13, 0.12, -0.06], [0.03, 0.00, 0.22], [-0.01, 0.02, 0.14], [0.02, 0.02, 0.04], [-0.05, -0.03, -0.09], [-0.07, -0.03, -0.04], [-0.05, -0.01, 0.08], [-0.01, 0.02, 0.13], [0.13, -0.12, -0.11], [0.05, -0.03, 0.12], [-0.11, 0.01, 0.09], [-0.06, 0.09, -0.06], [0.01, -0.06, 0.06], [0.06, -0.03, 0.01], [-0.05, 0.02, -0.07], [0.03, 0.03, 0.04], [0.06, 0.05, 0.06], [-0.06, 0.03, -0.03], [-0.07, 0.03, -0.04], [-0.02, -0.05, 0.04], [0.00, -0.07, 0.06], [0.02, -0.03, 0.00], [-0.01, 0.05, -0.08], [-0.03, -0.01, -0.14], [0.10, 0.02, -0.06]],
  "mulliken_charge": [-0.6682, 0.2897, -0.5165, 0.6303, -0.9481, -0.5169, 0.4789, -0.1221, 0.1139, -0.7668, -0.6104, -0.5450, -0.7330, -0.4612, 1.2207, 0.4450, -0.7291, -0.1229, 0.2207, -0.6386, -0.4553, 1.0523, -1.1133, 0.7413, -0.7007, -0.7488, -0.7809, -0.7291, -0.3525, -1.0726, -0.3098, 0.3805, 0.3251, 0.4162, 0.2680, 0.4222, 0.4331, 0.4158, 0.4915, 0.2715, 0.4063, 0.4688, 0.0332, 0.2858, 0.3637, 0.3474, 0.3622, 0.2898, 0.3296, 0.3659, 0.3744, 0.2792, 0.3396, -0.0749, 0.4581, 0.3958],
  "total_energy_ha": -1353.8710,
  "gap_ev": 8.567,
  "smiles": "O=C(Cn1ncc2c([nH]c3ccccc32)c1=O)Nc1ccc(CN2CCCCC2)cc1",
  "de_lowest_ev": 0.000,
  "spin_multiplicity": 1,
  "fmax_ev_per_a": 1.08
}

=====

Record 2
{
  "formula": "C3H4IOS",
  "method": "ωB97M-V with the def2-TZVPD basis set",
  "elements": ["C", "C", "C", "O", "S", "I", "H", "H", "H", "H"],
  "xyz": [[0.335520, -1.837762, 0.401306], [-0.482441, 1.036322, -0.716316], [0.150313, 0.380586, 0.553154], [0.839331, -2.106722, -0.640776], [-0.641352, -2.457973, 1.564850], [2.164770, 1.113721, 0.612188], [-1.523506, 0.725251, -1.031500], [-0.601481, 2.116905, -0.723238], [0.128330, 0.602961, -1.505506], [-0.369484, 0.426713, 1.485834]],
  "forces_ev_per_a": [[-1.08, 2.31, -1.41], [-0.89, -1.61, 0.34], [-0.24, -1.64, -1.66], [0.50, -0.06, 0.57], [0.09, -0.30, 0.65], [-0.08, 0.09, 0.39], [0.75, -0.36, 1.02], [0.79, 0.31, -0.02], [0.18, 0.75, -0.50], [-0.03, 0.52, 0.62]],
  "mulliken_charge": [0.4394, -1.0282, -0.7246, -0.4584, -0.4716, -0.1582, 0.2938, 0.3126, 0.3247, 0.4705],
  "total_energy_ha": -887.8349,
  "gap_ev": 6.205,
  "total_charge": -1,
  "de_lowest_ev": 1.386,
  "spin_multiplicity": 1,
  "fmax_ev_per_a": 2.91
}

=====

Record 3
{
  "formula": "CsO4S",
  "method": "ωB97M-V with the def2-TZVPD basis set",
  "elements": ["Cs", "S", "O", "O", "O", "O"],
  "xyz": [[-2.308012, 0.859537, -1.378171], [0.451139, -0.184673, 0.271941], [-0.568324, 0.284483, 1.245412], [0.190323, -1.483152, -0.281534], [0.513309, 0.798686, -0.824536], [1.721564, -0.274881, 0.966888]],
  "forces_ev_per_a": [[0.26, -0.02, 0.20], [-2.27, 3.57, -0.84], [0.39, -0.85, -0.51], [-0.34, -2.02, -0.09], [-0.04, -0.08, 0.01], [1.99, -0.60, 1.24]],
  "mulliken_spin": [-0.0009, -0.0884, 0.1922, 0.3090, 0.0294, 0.5587],
  "total_energy_ha": -719.2504,
  "s2": 0.761,
  "gap_ev": [8.878, 6.653],
  "de_lowest_ev": 0.041,
  "spin_multiplicity": 2,
  "fmax_ev_per_a": 4.31
}